<A>
Entry from the Open Molecules 2025 dataset: the molecule C2H5N3 (wB97M-V/def2-TZVPD).

Structure (ORCA input):
```
! RIJCOSX wB97M-V def2-TZVPD def2/J DEFGRID3
* xyz 0 1
H -2.683 -0.488 0.962
H 0.332 2.300 -0.316
H 2.247 0.128 -1.097
N 0.507 -0.210 0.226
N 1.156 1.867 -0.877
N -0.780 0.001 0.374
C -1.647 -0.944 0.607
H 0.930 -1.244 0.026
H -1.365 -2.038 0.686
C 1.302 0.628 -0.591
*
```

The calculation puts the highest occupied orbital energy at -9.12 eV. The calculation puts the orbital gap at 0.367 Ha.



<B>
Entry from the Open Molecules 2025 dataset: a cluster of 2 separate species, C2H5N3 in total (wB97M-V/def2-TZVPD).

Structure (ORCA input):
```
! RIJCOSX wB97M-V def2-TZVPD def2/J DEFGRID3
* xyz 0 1
H -3.653 -0.533 -0.460
N -1.997 0.563 -0.356
H 3.984 -0.293 0.008
C -2.900 -0.133 0.120
C 2.986 -0.013 -0.350
N 1.914 -0.091 0.291
H -1.246 0.998 0.272
H 2.955 0.344 -1.462
N 0.919 -0.365 0.771
H -2.963 -0.478 1.168
*
```

The calculation puts the highest occupied orbital energy at -8.75 eV. The calculation puts the orbital gap at 0.349 Ha.



<C>
Entry from the Open Molecules 2025 dataset: the molecule C2H5N3 (wB97M-V/def2-TZVPD).

Structure (ORCA input):
```
! RIJCOSX wB97M-V def2-TZVPD def2/J DEFGRID3
* xyz 0 1
N -0.914 -0.416 -0.229
H -2.860 -1.014 0.205
C -2.157 -0.158 0.131
H 1.828 1.419 0.100
C 1.355 0.432 0.032
H 1.287 -1.421 0.004
N 1.997 -0.653 0.124
N -0.027 0.629 -0.189
H -2.559 0.853 0.522
H -0.285 1.607 0.250
*
```

The calculation puts the highest occupied orbital energy at -9.13 eV. The calculation puts the orbital gap at 0.364 Ha.



<D>
Entry from the Open Molecules 2025 dataset: a structure of composition C2H5N3 (wB97M-V/def2-TZVPD).

Structure (ORCA input):
```
! RIJCOSX wB97M-V def2-TZVPD def2/J DEFGRID3
* xyz 0 1
C -1.342 0.466 -0.047
N 0.841 -0.387 0.114
H -1.874 1.426 -0.352
H 2.738 -1.038 -0.148
N 0.017 0.631 0.275
C 2.076 -0.179 -0.130
H -1.132 -1.425 0.136
H 0.481 1.620 -0.392
H 2.592 0.831 -0.239
N -1.887 -0.693 -0.095
*
```

The calculation puts the highest occupied orbital energy at -9.27 eV. The calculation puts the orbital gap at 0.363 Ha.



Least stable: <B>



<A>
Entry from the Open Molecules 2025 dataset: the molecule C2H5N3 (wB97M-V/def2-TZVPD).

Structure (ORCA input):
```
! RIJCOSX wB97M-V def2-TZVPD def2/J DEFGRID3
* xyz 0 1
N 0.765 1.139 0.059
H 0.567 -1.995 -0.986
H 1.717 -0.638 -1.635
C 1.002 -1.008 -0.907
H -0.683 0.385 1.659
H 1.060 1.374 1.011
N -1.741 0.289 -0.184
N 0.632 -0.256 0.057
C -0.720 0.351 0.572
H -2.598 0.361 0.353
*
```

The calculation puts the highest occupied orbital energy (alpha / beta) at -8.13 / -8.13 eV. The calculation puts the orbital gap (alpha / beta) at 0.306 / 0.307 Ha.



<B>
Entry from the Open Molecules 2025 dataset: the molecule C2H5N3 (wB97M-V/def2-TZVPD).

Structure (ORCA input):
```
! RIJCOSX wB97M-V def2-TZVPD def2/J DEFGRID3
* xyz 0 1
H 1.095 1.320 1.087
H -0.729 -0.488 1.855
C 0.634 0.565 0.480
H 0.493 1.602 -1.339
H -0.600 -0.495 -2.103
N -0.699 -0.113 -1.158
N -0.952 -1.001 -0.195
N 0.289 0.776 -0.787
H 0.583 -1.495 1.209
C -0.113 -0.670 0.951
*
```

The calculation puts the highest occupied orbital energy (alpha / beta) at -6.99 / -5.92 eV. The calculation puts the orbital gap (alpha / beta) at 0.293 / 0.254 Ha.



Least stable: <A>



<A>
Entry from the Open Molecules 2025 dataset: the ion C3HO3S with charge -1 (wB97M-V/def2-TZVPD).

Structure (ORCA input):
```
! RIJCOSX wB97M-V def2-TZVPD def2/J DEFGRID3
* xyz -1 1
C 0.797 1.007 -0.260
H -0.356 -0.557 -1.479
C -0.369 -0.982 0.636
O -0.162 -2.151 0.244
O 1.846 1.283 0.270
S -0.691 1.878 -0.580
C -0.248 0.060 -0.554
O -0.817 -0.538 1.722
*
```

The calculation puts the highest occupied orbital energy at -4.68 eV. The calculation puts the orbital gap at 0.293 Ha.



<B>
Entry from the Open Molecules 2025 dataset: the ion C3HO3S with charge -1 (wB97M-V/def2-TZVPD).

Structure (ORCA input):
```
! RIJCOSX wB97M-V def2-TZVPD def2/J DEFGRID3
* xyz -1 1
C 1.455 -0.551 -0.789
S -2.241 0.742 2.592
H 1.234 0.049 -1.714
O 2.582 -0.984 -0.793
O 0.564 -0.658 0.140
C -1.821 0.057 1.171
O -0.909 1.006 -0.803
C -0.864 0.338 0.197
*
```

The calculation puts the highest occupied orbital energy (alpha / beta) at -3.46 / -3.46 eV. The calculation puts the orbital gap (alpha / beta) at 0.251 / 0.251 Ha.



Least stable: <B>



<A>
Entry from the Open Molecules 2025 dataset: the molecule C6H13N3 (wB97M-V/def2-TZVPD).

Structure (ORCA input):
```
! RIJCOSX wB97M-V def2-TZVPD def2/J DEFGRID3
* xyz 0 1
H 1.399 1.587 0.813
C -1.664 1.180 1.015
C -0.371 0.413 1.051
N 0.836 1.047 0.155
H 1.430 -2.416 -1.574
N 0.080 -0.327 2.091
H -1.540 2.108 1.583
H -0.828 -2.969 0.990
H 0.046 -1.346 -1.850
H -0.002 1.192 -1.751
H 1.718 -0.753 -2.061
H 1.521 2.077 -1.527
H -2.441 0.595 1.503
H -0.004 2.724 -0.873
C 1.062 -1.389 -1.461
C 0.570 1.809 -1.057
H -1.988 1.434 0.003
H 2.088 -1.006 0.457
C -0.046 -1.067 0.849
H -1.923 -1.809 1.066
C 1.115 -1.021 -0.024
N -1.057 -2.061 0.600
*
```

The calculation puts the highest occupied orbital energy (alpha / beta) at -6.93 / -6.93 eV. The calculation puts the orbital gap (alpha / beta) at 0.267 / 0.267 Ha.



<B>
Entry from the Open Molecules 2025 dataset: a structure of composition C6H13N3 (wB97M-V/def2-TZVPD).

Structure (ORCA input):
```
! RIJCOSX wB97M-V def2-TZVPD def2/J DEFGRID3
* xyz 0 1
H 1.072 -2.313 0.483
H -1.139 0.075 2.628
N 0.669 -0.619 -0.787
H 0.479 -0.513 2.133
H -2.352 -0.246 -0.123
H -0.995 -1.323 1.518
H 0.726 0.620 -2.557
N -0.553 0.526 0.631
H 2.277 -1.508 -3.465
H 0.067 2.454 0.081
C -1.913 0.727 0.154
C 1.798 -1.373 -2.496
C -0.557 -0.349 1.793
H 1.086 1.645 1.313
H -1.897 1.373 -0.739
C 1.212 -1.833 -0.486
C 1.034 -0.306 -2.073
H -2.553 1.198 0.918
C 0.049 1.805 0.973
H 0.094 -0.044 -0.166
N 1.904 -2.319 -1.504
H -0.507 2.323 1.773
*
```

The calculation puts the highest occupied orbital energy at -7.92 eV. The calculation puts the orbital gap at 0.309 Ha.



<C>
Entry from the Open Molecules 2025 dataset: a cluster of 2 separate species, C6H13N3 in total (wB97M-V/def2-TZVPD).

Structure (ORCA input):
```
! RIJCOSX wB97M-V def2-TZVPD def2/J DEFGRID3
* xyz 0 1
H -1.801 1.009 -1.545
H 1.472 -1.552 -1.635
H -1.326 2.372 1.624
C -1.166 0.886 0.424
H -1.249 2.471 -0.852
C 1.325 0.938 -0.563
N -1.657 -1.625 0.959
C 0.604 -0.315 -0.109
H 0.033 -2.252 -0.907
C 0.480 -1.316 -1.238
H 0.693 -1.764 1.492
H 1.216 -0.126 1.935
H 1.312 1.702 0.213
H -2.598 -1.966 1.127
C -1.474 -0.538 0.447
H 2.376 0.696 -0.750
H 2.254 -1.185 0.945
H -0.104 -0.906 -2.068
N -1.661 1.560 -0.709
H 0.925 1.330 -1.500
C 1.224 -0.877 1.146
N -0.881 1.458 1.564
*
```

The calculation puts the highest occupied orbital energy (alpha / beta) at -7.31 / -7.31 eV. The calculation puts the orbital gap (alpha / beta) at 0.287 / 0.287 Ha.



<D>
Entry from the Open Molecules 2025 dataset: a cluster of 3 separate species, C6H13N3 in total (wB97M-V/def2-TZVPD).

Structure (ORCA input):
```
! RIJCOSX wB97M-V def2-TZVPD def2/J DEFGRID3
* xyz 0 1
H 2.328 1.616 0.272
H -1.431 2.106 0.735
C -2.143 -0.295 0.037
H -2.199 -2.398 -0.399
C 0.422 -0.409 0.616
N -2.991 0.387 0.638
H 0.156 2.641 0.138
H 2.760 0.166 1.248
N 0.624 -1.578 0.939
C -2.336 -1.442 -0.909
H 2.355 0.208 -1.823
C 2.911 -0.120 -0.942
H -0.013 1.942 1.766
H -3.348 -1.430 -1.340
H -3.986 0.212 0.411
H -0.193 -2.143 1.143
H -1.591 -1.388 -1.704
H 3.972 0.120 -1.106
H 2.836 -1.206 -0.866
C 2.397 0.535 0.296
N -0.168 0.585 0.119
C -0.361 1.890 0.732
*
```

The calculation puts the highest occupied orbital energy (alpha / beta) at -6.87 / -7.32 eV. The calculation puts the orbital gap (alpha / beta) at 0.265 / 0.282 Ha.



Least stable: <D>